(1)
Molecular formula: C49H30N13O2Ta
Method: DFT, wB97M-V/def2-TZVPD

Geometry as ORCA input:
```
! wB97M-V def2-TZVPD RIJCOSX def2/J DEFGRID3
* xyz 2 1
Ta -0.16 0.34 0.22
C -2.90 1.36 6.27
C -1.84 2.28 6.41
C -0.96 2.54 5.38
C -1.16 1.84 4.19
C -0.47 1.87 2.94
N 0.54 2.67 2.68
C 0.98 2.89 1.47
C 1.90 3.93 1.13
C 2.66 4.79 1.93
C 3.43 5.73 1.27
C 3.43 5.83 -0.14
C 2.66 5.00 -0.92
C 1.90 4.04 -0.26
C 1.04 3.01 -0.76
N 0.80 2.83 -2.04
C 0.04 1.87 -2.49
N -0.62 0.90 -1.72
C -1.26 0.07 -2.64
N -2.07 -0.92 -2.36
C -2.46 -1.18 -1.14
N -2.04 -0.54 0.02
C -2.89 -0.98 1.04
N -2.93 -0.54 2.27
C -2.13 0.40 2.72
N -1.07 0.99 2.04
C -2.21 0.93 4.05
C -3.11 0.68 5.09
C -3.79 -1.98 0.53
C -4.79 -2.72 1.14
C -5.48 -3.62 0.35
C -5.18 -3.77 -1.02
C -4.20 -3.02 -1.63
C -3.51 -2.12 -0.83
C -0.99 0.50 -3.98
C -1.41 0.00 -5.21
C -1.00 0.68 -6.34
C -0.20 1.83 -6.24
C 0.21 2.34 -5.02
C -0.20 1.64 -3.89
N 0.51 2.28 0.30
H -3.57 1.20 7.10
H -1.73 2.80 7.35
H -0.15 3.25 5.49
H 2.65 4.72 3.00
H 4.04 6.41 1.84
H 4.03 6.60 -0.60
H 2.65 5.08 -2.00
H -3.93 -0.02 4.97
H -5.02 -2.60 2.19
H -6.26 -4.22 0.78
H -5.75 -4.49 -1.60
H -3.97 -3.12 -2.69
H -2.03 -0.89 -5.27
H -1.29 0.33 -7.32
H 0.09 2.34 -7.15
H 0.82 3.23 -4.95
O 1.71 -0.61 -2.91
C 2.11 -0.12 -1.89
N 1.51 -0.46 -0.61
C 2.12 -1.62 -0.12
O 2.88 -2.30 -0.75
C 1.73 -1.89 1.28
C 2.34 -2.90 1.99
C 1.99 -3.06 3.33
C 1.07 -2.19 3.87
C 0.50 -1.21 3.08
N 0.80 -1.05 1.77
C 3.25 0.83 -1.79
C 3.93 1.18 -2.95
C 5.01 2.04 -2.83
C 5.35 2.50 -1.57
C 4.60 2.09 -0.47
N 3.56 1.27 -0.57
H 3.06 -3.52 1.49
H 2.44 -3.84 3.93
H 0.78 -2.25 4.91
H -0.22 -0.55 3.52
H 3.63 0.77 -3.90
H 5.58 2.33 -3.70
H 6.19 3.17 -1.42
H 4.84 2.45 0.52
N 0.15 -3.27 -2.59
C -0.39 -3.82 -1.47
C -0.94 -5.12 -1.52
C -1.52 -5.63 -0.39
C -1.56 -4.87 0.78
C -1.00 -3.62 0.73
N -0.43 -3.08 -0.35
H 0.37 -3.88 -3.36
H 0.75 -2.46 -2.49
H -0.89 -5.69 -2.43
H -1.95 -6.63 -0.41
H -2.01 -5.24 1.69
H -1.01 -3.00 1.62
*
```

Values from the calculation:
HOMO (alpha / beta) in eV: -11.94 / -11.82
ΔE to the lowest compared entry with this formula, charge and spin in kJ/mol: 0.0
Gap between HOMO and LUMO (alpha / beta) in Ha: 0.1790 / 0.1747

(2)
Molecular formula: C40H44AsN8NbO4PS
Method: DFT, wB97M-V/def2-TZVPD

Geometry as ORCA input:
```
! wB97M-V def2-TZVPD RIJCOSX def2/J DEFGRID3
* xyz 3 1
Nb 1.18 0.85 1.05
N 0.57 0.91 5.39
C 0.91 0.78 4.09
S -0.26 0.19 2.91
N 2.18 0.98 3.75
N 2.52 0.33 2.63
C 3.76 -0.11 2.45
C 4.26 -0.78 1.30
C 5.65 -1.03 1.17
C 6.08 -1.64 0.03
C 5.21 -1.95 -1.02
C 3.86 -1.71 -0.93
C 3.36 -1.14 0.26
O 2.05 -0.78 0.46
H -0.42 0.88 5.59
H 1.18 1.34 6.06
H 4.53 0.09 3.21
H 6.35 -0.73 1.96
H 7.15 -1.87 -0.12
H 5.60 -2.41 -1.94
H 3.16 -1.88 -1.75
C 0.67 4.65 3.70
O 0.54 5.09 2.35
C 0.58 4.13 1.42
O 0.75 2.91 1.69
N 0.38 4.61 0.18
N 0.25 3.69 -0.88
H 0.67 5.57 4.28
H 1.62 4.11 3.84
H -0.16 3.98 3.95
H 0.23 5.61 0.08
H 0.85 3.95 -1.67
H -0.71 3.71 -1.24
C -1.93 -1.51 0.33
C -3.18 -1.09 1.10
As -4.88 -2.21 1.11
C -3.94 -3.95 1.26
C -4.52 -5.09 0.69
C -3.94 -6.33 0.88
C -2.83 -6.48 1.71
C -2.28 -5.38 2.34
C -2.84 -4.13 2.11
C -5.10 -2.26 -0.87
C -4.43 -3.11 -1.75
C -4.59 -2.96 -3.12
C -5.48 -2.04 -3.62
C -6.16 -1.20 -2.76
C -5.98 -1.32 -1.39
P -0.86 -0.04 -0.35
C -0.18 -1.01 -1.73
C -0.01 -0.39 -2.96
C 0.46 -1.13 -4.05
C 0.73 -2.49 -3.90
C 0.59 -3.11 -2.67
C 0.15 -2.37 -1.58
C -2.10 1.27 -0.74
C -2.74 1.35 -1.98
C -3.63 2.36 -2.26
C -3.86 3.40 -1.36
C -3.27 3.32 -0.10
C -2.44 2.26 0.22
H -2.22 -2.10 -0.54
H -1.30 -2.14 0.98
H -3.62 -0.17 0.71
H -2.98 -0.90 2.16
H -5.40 -4.99 0.04
H -4.36 -7.21 0.38
H -2.41 -7.47 1.84
H -1.39 -5.51 2.97
H -2.40 -3.27 2.62
H -3.71 -3.83 -1.33
H -4.00 -3.60 -3.82
H -5.62 -1.96 -4.71
H -6.88 -0.46 -3.16
H -6.56 -0.70 -0.71
H -0.21 0.68 -3.05
H 0.66 -0.65 -5.02
H 1.05 -3.09 -4.76
H 0.90 -4.15 -2.54
H 0.06 -2.84 -0.60
H -2.52 0.61 -2.76
H -4.15 2.35 -3.23
H -4.54 4.22 -1.60
H -3.44 4.09 0.65
H -2.03 2.19 1.22
C 6.37 3.68 -0.67
N 5.06 2.99 -0.59
C 4.26 2.41 -1.72
C 3.07 1.89 -0.89
O 2.06 1.22 -1.21
N 3.20 2.27 0.41
C 4.37 2.89 0.57
N 4.74 3.48 1.75
H 6.95 3.33 -1.53
H 6.91 3.41 0.23
H 6.22 4.76 -0.67
H 4.77 1.60 -2.27
H 3.94 3.18 -2.44
H 4.22 3.24 2.58
H 5.67 3.85 1.89
*
```

Values from the calculation:
HOMO in eV: -13.89
ΔE to the lowest compared entry with this formula, charge and spin in kJ/mol: 0.0
Gap between HOMO and LUMO in Ha: 0.1496

(3)
Molecular formula: C48H52Cl4N4O4
Method: DFT, wB97M-V/def2-TZVPD

Geometry as ORCA input:
```
! wB97M-V def2-TZVPD RIJCOSX def2/J DEFGRID3
* xyz 0 1
Cl 0.04 -23.71 27.59
C -0.97 -25.15 28.08
C -0.42 -25.82 29.33
Cl -1.13 -27.34 29.88
H -0.95 -25.91 27.30
H -1.97 -24.72 28.11
H -0.54 -25.05 30.10
H 0.61 -26.18 29.26
Cl -5.39 -25.09 25.26
C -5.50 -26.68 24.36
C -6.00 -27.92 25.19
Cl -5.72 -29.46 24.31
H -4.53 -26.79 23.88
H -6.24 -26.44 23.59
H -7.07 -28.00 25.37
H -5.44 -27.91 26.12
C -6.72 -27.81 31.49
C -6.59 -26.82 32.66
C -5.78 -27.43 33.81
C -6.09 -28.80 34.19
N -6.31 -29.92 34.48
H -5.90 -28.52 31.57
H -6.78 -27.18 30.60
H -7.61 -28.42 31.64
H -7.63 -26.54 32.86
H -6.20 -25.91 32.20
H -6.03 -26.76 34.63
H -4.74 -27.59 33.55
C -10.81 -34.82 27.85
C -9.61 -33.84 27.75
C -10.01 -32.33 27.72
C -10.40 -32.02 29.09
N -10.71 -31.73 30.21
H -10.44 -35.85 27.88
H -11.45 -34.80 26.96
H -11.41 -34.68 28.75
H -9.05 -34.00 26.84
H -8.85 -34.02 28.51
H -10.78 -32.26 26.95
H -9.15 -31.69 27.51
C -0.93 -21.41 21.51
C -2.12 -21.38 22.50
C -3.58 -21.09 21.84
C -4.01 -22.11 20.86
N -4.32 -22.93 20.15
H 0.03 -21.69 21.96
H -0.86 -20.42 21.06
H -0.97 -22.20 20.77
H -1.77 -20.74 23.31
H -2.20 -22.40 22.87
H -3.73 -20.03 21.61
H -4.30 -21.32 22.62
C -11.47 -25.26 22.53
C -10.77 -26.59 22.42
C -11.21 -27.57 23.58
C -10.95 -27.10 24.99
N -10.71 -26.73 26.13
H -11.51 -24.93 23.57
H -12.55 -25.26 22.34
H -11.14 -24.55 21.78
H -9.69 -26.45 22.38
H -11.15 -26.91 21.45
H -10.71 -28.51 23.32
H -12.26 -27.64 23.31
C -5.32 -36.22 24.58
C -6.08 -36.63 23.50
C -6.46 -37.98 23.44
C -6.25 -38.86 24.44
C -5.51 -38.49 25.55
C -5.05 -37.14 25.60
C -5.02 -39.51 26.60
O -4.23 -39.14 27.45
C -5.57 -40.91 26.48
C -5.29 -41.75 27.54
C -5.82 -43.02 27.57
C -6.63 -43.42 26.53
C -6.84 -42.70 25.38
C -6.39 -41.34 25.42
C -6.62 -40.37 24.30
O -7.07 -40.82 23.26
H -4.91 -35.23 24.72
H -6.39 -35.84 22.82
H -7.13 -38.26 22.64
H -4.53 -36.74 26.45
H -4.67 -41.39 28.35
H -5.49 -43.73 28.31
H -7.06 -44.40 26.65
H -7.34 -43.09 24.50
C -0.12 -35.36 24.23
C 0.44 -34.79 25.36
C 0.49 -33.39 25.51
C -0.13 -32.55 24.60
C -0.71 -33.13 23.46
C -0.61 -34.53 23.27
C -1.39 -32.28 22.36
O -2.05 -32.80 21.49
C -1.10 -30.82 22.43
C -1.40 -29.96 21.36
C -1.22 -28.58 21.47
C -0.54 -28.07 22.55
C -0.22 -28.93 23.58
C -0.57 -30.26 23.62
C -0.08 -31.11 24.78
O 0.22 -30.57 25.81
H -0.18 -36.43 24.16
H 0.93 -35.33 26.15
H 0.94 -32.85 26.33
H -1.18 -34.88 22.42
H -2.01 -30.41 20.59
H -1.48 -27.86 20.71
H -0.36 -27.01 22.65
H 0.18 -28.43 24.45
*
```

Values from the calculation:
HOMO in eV: -9.70
ΔE to the lowest compared entry with this formula, charge and spin in kJ/mol: 414.7
Gap between HOMO and LUMO in Ha: 0.3178

Q: The highest ΔE to the lowest compared entry with this formula, charge and spin belongs to which entry?
A: C48H52Cl4N4O4

Q: Which formula does entry 1 have?
A: C49H30N13O2Ta

Q: Among the records above, which one has the highest ΔE to the lowest compared entry with this formula, charge and spin?
A: C48H52Cl4N4O4